A molecular structure, C30H38N9O2P2PdS3, computed with ωB97M-V/def2-TZVPD.

Calculated values
Total energy in eV: -103775.159
Energy relative to the best compared isomer or geometry (same formula, charge and spin) in eV: 0.000
LUMO (spin up / spin down) in eV: -8.39 / -10.44
Highest occupied orbital energy (spin up / spin down) in eV: -15.61 / -16.04

ORCA input file:
```
! wB97M-V def2-TZVPD RIJCOSX def2/J DEFGRID3
* xyz 3 5
Pd -0.74809 0.06645 0.10462
C -0.20730 5.37418 -1.72823
N -0.29611 3.91220 -1.79498
C -0.37418 3.19782 -2.95844
C -0.48497 1.88733 -2.60054
N -0.47953 1.79787 -1.23760
C -0.36311 3.03291 -0.76697
P -0.40088 3.51579 0.99041
C -1.93127 2.64275 1.45122
N -2.23507 1.38244 1.18380
C -3.50356 1.17228 1.64547
C -3.96939 2.32522 2.20746
N -2.97069 3.24637 2.07969
C -3.05145 4.64248 2.52478
C 0.81155 2.31036 1.61827
N 0.69543 0.99208 1.53282
C 1.81906 0.45650 2.10749
C 2.60660 1.46969 2.56348
N 1.96093 2.63515 2.25239
C 2.48801 3.97627 2.52260
H -1.18330 5.81852 -1.91011
H 0.49363 5.71860 -2.48363
H 0.15264 5.67492 -0.74887
H -0.34433 3.67259 -3.92391
H -0.52418 1.02262 -3.24118
H -4.01376 0.23022 1.53299
H -4.91442 2.56435 2.66338
H -3.97555 4.76635 3.08094
H -3.06002 5.31386 1.66961
H -2.21344 4.88047 3.17448
H 1.99429 -0.60464 2.15941
H 3.55128 1.46163 3.07921
H 2.91853 3.99324 3.52001
H 1.67951 4.69988 2.47460
H 3.25157 4.23235 1.79162
N -3.18243 -3.08100 1.93655
C -3.07293 -3.25516 3.31201
C -3.92317 -4.12968 3.97989
C -3.78271 -4.29026 5.34118
C -2.80028 -3.58539 6.05976
C -1.96081 -2.71231 5.41432
C -2.09534 -2.53657 4.02849
S -1.08644 -1.41277 3.23612
N -1.40493 -1.59138 1.64410
C -2.35176 -2.35614 1.16761
C -2.53875 -2.41969 -0.30788
C -2.96941 -3.58196 -0.91500
C -3.13038 -3.58893 -2.29861
C -2.86585 -2.43138 -2.99739
C -2.41289 -1.31363 -2.30334
N -2.23749 -1.29860 -0.98810
H -3.93792 -3.56859 1.46988
H -4.67907 -4.68054 3.43371
H -4.43763 -4.97410 5.86413
H -2.70623 -3.73145 7.12689
H -1.20477 -2.16430 5.96245
H -3.15221 -4.48216 -0.34205
H -3.45289 -4.48657 -2.80833
H -2.98852 -2.38099 -4.07020
H -2.20041 -0.39075 -2.82412
C 4.64555 -2.58654 -0.67654
C 4.11911 -2.93508 -2.04598
C 3.20698 -4.13645 -2.09115
O 3.44898 -1.73527 -2.61695
P 2.08120 -1.04580 -2.42210
S 0.68867 -1.77287 -3.65850
S 1.13052 -1.44304 -0.72303
O 2.32760 0.48493 -2.55317
C 3.19076 1.17683 -3.55294
C 3.00791 0.59503 -4.93523
C 4.62145 1.17915 -3.06867
H 5.17486 -3.44838 -0.26973
H 3.82481 -2.33656 -0.00246
H 5.34015 -1.74881 -0.72222
H 4.94006 -3.07163 -2.74645
H 2.43248 -4.08697 -1.32336
H 3.80888 -5.02769 -1.91370
H 2.73921 -4.23945 -3.06934
H 2.78312 2.18686 -3.51948
H 3.35951 -0.43756 -4.98477
H 3.60563 1.17469 -5.63869
H 1.96825 0.64107 -5.25960
H 5.09715 0.21162 -3.22374
H 4.67268 1.43724 -2.01124
H 5.18126 1.92787 -3.62934
*
```

2 unconnected molecules or ions with the total composition C11H15N, computed with ωB97M-V/def2-TZVPD.

Calculated values
Total energy in eV: -13138.077
Energy relative to the best compared isomer or geometry (same formula, charge and spin) in eV: 2.714
LUMO in eV: 0.88
SMILES: Cc1c[nH]c2ccccc12.CC
Highest occupied orbital energy in eV: -7.76

ORCA input file:
```
! wB97M-V def2-TZVPD RIJCOSX def2/J DEFGRID3
* xyz 0 1
C -3.15109 1.82640 -0.25275
C -1.97549 0.91863 0.18399
C -1.91855 -0.46518 -0.08732
N -0.76597 -1.09520 0.49455
C -0.07162 -0.14691 1.26468
C 0.91642 -0.28379 2.15995
C 1.64689 0.85676 2.45100
C 1.23266 2.07755 1.98968
C 0.10960 2.36686 1.23367
C -0.61923 1.19242 0.79174
H -2.72826 2.54746 -0.93519
H -3.45678 2.55554 0.65837
H -3.92076 1.10703 -0.42959
H -2.53942 -0.93351 -0.82107
H -0.74925 -2.11621 0.52658
H 1.39296 -1.11163 2.62974
H 2.50431 0.89274 3.13669
H 1.86681 2.92623 2.25557
H -0.22885 3.43184 1.11347
C 1.19749 -2.68709 -2.47203
C 1.99338 -1.42401 -2.05284
H 0.73668 -3.30637 -1.65173
H 0.36100 -2.22991 -3.11747
H 1.66535 -3.46116 -3.25786
H 1.45493 -0.81353 -1.41572
H 2.21593 -1.01329 -2.98761
H 2.83086 -1.61169 -1.40851
*
```

2 unconnected molecules or ions with the total composition CH2NO3S, computed with ωB97M-V/def2-TZVPD.

Calculated values
Total energy in eV: -19535.755
Energy relative to the best compared isomer or geometry (same formula, charge and spin) in eV: 3.147
LUMO in eV: 3.65
Highest occupied orbital energy in eV: -2.26

ORCA input file:
```
! wB97M-V def2-TZVPD RIJCOSX def2/J DEFGRID3
* xyz -1 1
C -1.77663 0.18656 -0.23781
N 0.84478 -0.88035 -0.56077
O 0.93267 -1.25885 0.85322
O -2.38752 0.22062 -1.21438
O -1.38719 0.24433 0.83352
S 1.83056 0.37809 -0.85998
H 1.03719 1.54083 -0.11941
H 0.90614 -0.43123 1.30561
*
```